The following is a DFT calculation (the ωB97M-V functional and the def2-TZVPD basis) of the molecule C2H2Cl2S.

XYZ file:
```
7
Properties=species:S:1:pos:R:3:forces:R:3
Cl -2.677 0.002 -0.084 -0.02 0.09 0.02
Cl 2.678 0.003 0.069 0.05 0.10 0.00
S 0.001 1.323 0.009 -0.03 -0.40 -0.02
C 1.065 0.127 -0.515 0.55 0.09 -0.08
C -1.071 0.125 0.517 -0.48 0.11 0.10
H 0.670 -0.790 -0.915 -0.02 0.01 -0.26
H -0.667 -0.789 0.919 -0.05 0.00 0.23
```
Positions in Å, forces in eV/Å.

Summary:
HOMO-LUMO gap (spin up / spin down)   7.80 / 7.78 eV
ΔE to the lowest compared entry with this formula, charge and spin   226.44 kJ/mol
Charge   0
E_LUMO (spin up / spin down)   -0.0197 / -0.0199 hartree


The following is a DFT calculation (the ωB97M-V functional and the def2-TZVPD basis) of the molecule C2H2Cl2S.

XYZ file:
```
7
Properties=species:S:1:pos:R:3:forces:R:3
Cl -1.581 -1.278 0.106 -0.11 -1.05 -0.56
Cl -1.221 1.466 0.036 -0.39 1.54 0.70
S 2.276 0.340 -0.044 -1.14 -0.44 0.27
C -0.448 -0.054 -0.410 -0.27 1.20 -0.16
C 0.792 -0.137 0.413 1.30 0.44 -1.20
H 0.544 -0.528 1.369 0.20 -0.24 1.02
H -0.362 0.191 -1.470 0.41 -1.45 -0.07
```
Positions in Å, forces in eV/Å.

Summary:
HOMO-LUMO gap   8.43 eV
SMILES   S=CC(Cl)Cl
ΔE to the lowest compared entry with this formula, charge and spin   54.07 kJ/mol
Charge   0
E_LUMO   -0.0386 hartree


The following is a DFT calculation (the ωB97M-V functional and the def2-TZVPD basis) of a cluster of 2 separate species, C2H2Cl3NO2 in total.

XYZ file:
```
10
Properties=species:S:1:pos:R:3:forces:R:3
Cl 2.189 0.772 -4.534 0.00 -0.07 -0.09
Cl 2.056 3.289 -3.074 0.91 -2.18 0.15
Cl 3.660 0.978 -2.108 0.37 0.18 0.42
O 2.153 0.144 -0.364 -0.10 0.05 0.89
O 0.690 0.502 -1.961 -0.18 0.87 -0.31
N -0.100 0.297 0.165 1.79 1.35 -3.23
C 2.642 1.586 -3.157 -1.87 1.75 -0.22
C 0.968 0.340 -0.733 1.20 -1.20 0.53
H -0.841 0.481 -0.445 -2.23 0.01 0.15
H -0.137 -0.053 1.062 0.12 -0.76 1.71
```
Positions in Å, forces in eV/Å.

Summary:
HOMO-LUMO gap (spin up / spin down)   6.82 / 6.81 eV
ΔE to the lowest compared entry with this formula, charge and spin   301.27 kJ/mol
Charge   0
E_LUMO (spin up / spin down)   -0.0766 / -0.0767 hartree


The following is a DFT calculation (the ωB97M-V functional and the def2-TZVPD basis) of a cluster of 2 separate species, C2H2Cl4N2 in total.

XYZ file:
```
10
Properties=species:S:1:pos:R:3:forces:R:3
Cl -0.182 -0.759 2.568 0.05 -0.05 -0.26
Cl -0.301 2.058 -2.223 -0.02 0.60 -0.12
Cl 2.019 0.992 -1.026 0.60 0.37 0.18
Cl -2.196 0.374 -0.259 -0.33 -0.05 0.10
N 0.425 0.685 -1.533 -1.94 -1.39 2.71
N 0.407 -1.756 0.133 0.10 -0.25 -0.75
C -0.039 -0.807 0.778 0.21 -0.44 1.01
C -0.563 0.440 0.214 1.37 1.07 -3.18
H -0.294 1.356 0.725 0.02 0.00 0.00
H 0.725 -2.584 0.622 -0.06 0.15 0.33
```
Positions in Å, forces in eV/Å.

Summary:
HOMO-LUMO gap (spin up / spin down)   8.70 / 8.70 eV
ΔE to the lowest compared entry with this formula, charge and spin   190.09 kJ/mol
Charge   0
E_LUMO (spin up / spin down)   -0.0222 / -0.0222 hartree


The following is a DFT calculation (the ωB97M-V functional and the def2-TZVPD basis) of the molecule C2H2Cl4Si.

XYZ file:
```
9
Properties=species:S:1:pos:R:3:forces:R:3
Cl 0.177 2.263 1.134 -0.04 -0.53 -0.14
Cl -1.774 -0.314 2.170 -0.09 0.33 0.07
Cl 0.078 -0.174 -3.215 0.32 -0.14 0.40
Cl 1.424 -0.504 2.491 0.16 0.14 -0.25
Si -0.025 0.228 1.259 -0.79 -1.92 -1.43
C -0.210 -0.730 -0.518 0.92 0.60 0.68
C 0.285 0.019 -1.514 -0.87 0.41 1.55
H 0.679 0.958 -1.119 0.27 0.12 -1.36
H -0.634 -1.747 -0.688 0.11 0.98 0.49
```
Positions in Å, forces in eV/Å.

Summary:
HOMO-LUMO gap   10.64 eV
SMILES   Cl/C=C/[Si](Cl)(Cl)Cl
ΔE to the lowest compared entry with this formula, charge and spin   38.44 kJ/mol
Charge   0
E_LUMO   0.0147 hartree


The following is a DFT calculation (the ωB97M-V functional and the def2-TZVPD basis) of a cluster of 2 separate species, C2H2Cl4Si in total.

XYZ file:
```
9
Properties=species:S:1:pos:R:3:forces:R:3
Cl 2.015 4.067 1.535 2.44 1.49 0.05
Cl -0.276 2.782 3.248 -0.76 -0.04 0.81
Cl -0.864 4.002 0.049 -0.41 0.24 0.06
Cl -0.351 -2.105 -0.917 0.27 0.74 0.68
Si 0.357 3.104 1.388 -1.07 -2.84 -1.44
C 0.915 0.197 0.042 -2.53 -0.23 0.60
C -0.166 -0.587 0.020 1.59 1.66 -1.15
H 1.868 0.343 -0.385 0.90 -0.33 -0.13
H -1.092 -0.090 0.261 -0.42 -0.68 0.52
```
Positions in Å, forces in eV/Å.

Summary:
HOMO-LUMO gap (spin up / spin down)   7.33 / 8.20 eV
ΔE to the lowest compared entry with this formula, charge and spin   417.66 kJ/mol
Charge   0
E_LUMO (spin up / spin down)   -0.0365 / -0.0429 hartree